This record from the Open Molecules 2025 dataset describes C27H35NO7 in the gas phase. The level of theory is wB97M-V/def2-TZVPD.

The geometry in XYZ format:
```
70
Properties=species:S:1:pos:R:3:forces:R:3:lowdin_charge:R:1
C 0.69864 6.46628 -0.44802 -0.061 -0.113 0.213 -0.103
C 0.84487 5.37306 0.60137 0.101 0.043 -0.230 -0.240
C 1.94149 4.37227 0.21263 -0.126 0.177 0.075 -0.154
C 2.06005 3.29403 1.24662 0.552 0.170 0.314 -0.132
C 2.98893 3.44528 2.22275 -0.284 0.022 -0.399 0.061
C 3.17722 2.50462 3.29661 0.520 0.286 0.428 -0.444
O 3.97628 2.59864 4.19581 -0.310 -0.099 -0.299 0.112
O 2.36400 1.40024 3.27466 -0.051 -0.196 0.091 0.131
C 1.42886 1.20555 2.32110 -0.624 -0.020 -0.764 -0.120
C 0.69337 0.02661 2.46105 0.035 -0.222 0.178 -0.068
C -0.26813 -0.27464 1.50586 0.462 0.621 -0.007 -0.195
C -0.53386 0.63757 0.47694 -0.203 0.057 -0.149 0.067
C 0.16750 1.81947 0.36434 0.071 -0.352 0.417 -0.186
O -0.09074 2.72681 -0.62167 0.235 -0.112 0.058 -0.080
C -1.33067 2.70426 -1.29250 -0.492 0.104 -0.196 -0.074
C -1.41768 1.76675 -2.50436 0.377 0.245 0.400 -0.491
O -2.45414 1.64756 -3.12138 -0.360 0.048 -0.046 0.071
N -0.26767 1.14629 -2.81388 0.408 -0.062 0.075 0.092
C -0.15041 0.20579 -3.90392 -0.161 -0.369 -0.228 -0.132
C -0.31809 -1.25706 -3.46290 -0.021 0.442 0.208 -0.296
C -1.74647 -1.53348 -2.99397 0.107 -0.251 -0.291 -0.148
C -1.91801 -2.99854 -2.61258 -0.102 0.224 0.235 -0.127
C -0.92285 -3.36639 -1.50197 0.076 -0.260 -0.245 -0.240
C -1.11845 -4.82003 -1.15173 0.245 -0.051 0.005 -0.520
O -0.42552 -5.73496 -1.50675 0.118 -0.092 -0.090 0.121
O -2.20632 -5.00761 -0.38502 -0.577 0.095 0.309 0.098
C 0.50614 -3.10212 -1.97243 -0.049 0.096 0.233 -0.137
C 0.67288 -1.63726 -2.36096 -0.070 -0.246 -0.283 -0.149
C 1.21137 2.12584 1.27668 -0.109 -0.275 0.189 -0.010
O -0.99453 -1.40851 1.49786 -0.188 0.151 -0.126 0.016
C -0.69021 -2.42000 2.47375 -0.015 -0.644 0.610 -0.527
C -1.96756 -3.24715 2.61346 0.252 0.375 -0.162 -0.002
C 0.45751 -3.29480 1.95660 -0.253 0.318 -0.051 0.013
C -0.32323 -1.76217 3.80836 0.106 0.126 -0.294 -0.111
C 0.90159 -0.86928 3.64723 -0.089 -0.039 0.085 -0.109
H -0.07952 7.16886 -0.15948 -0.054 0.111 -0.051 0.071
H 1.63082 7.01520 -0.56182 0.083 0.088 -0.064 0.074
H 0.43482 6.03675 -1.41204 -0.028 -0.001 -0.150 0.070
H -0.10290 4.84589 0.71532 -0.015 -0.015 0.097 0.105
H 1.09786 5.81848 1.56596 -0.033 -0.056 0.046 0.116
H 2.89229 4.90521 0.15022 0.020 -0.033 0.003 0.122
H 1.71592 3.95211 -0.76506 0.114 0.082 0.015 0.114
H 3.64469 4.30136 2.24035 0.062 0.056 -0.012 0.129
H -1.31627 0.38444 -0.22009 -0.083 -0.030 -0.103 0.118
H -1.47709 3.72394 -1.66462 -0.032 -0.172 0.022 0.144
H -2.15717 2.47357 -0.61085 0.112 -0.021 -0.082 0.145
H 0.54059 1.30318 -2.23261 -0.149 0.087 0.028 0.140
H 0.82720 0.34369 -4.37312 -0.063 0.016 -0.012 0.127
H -0.93385 0.45617 -4.62372 0.152 0.001 -0.026 0.127
H -0.11636 -1.87908 -4.34196 0.011 -0.019 -0.034 0.149
H -2.45190 -1.27022 -3.78314 -0.050 0.080 0.030 0.124
H -1.97705 -0.91042 -2.12910 -0.053 0.103 0.054 0.111
H -1.73536 -3.63207 -3.48380 -0.018 -0.071 -0.032 0.133
H -2.93721 -3.17729 -2.26642 -0.014 -0.057 -0.053 0.123
H -1.15383 -2.76095 -0.62008 0.001 -0.025 0.009 0.136
H -2.33928 -5.95342 -0.21332 0.252 0.078 -0.182 0.136
H 1.21096 -3.36073 -1.18024 0.036 -0.080 -0.021 0.117
H 0.72181 -3.74614 -2.82681 0.038 -0.055 0.013 0.127
H 1.69561 -1.46268 -2.70314 0.068 0.057 0.036 0.121
H 0.49888 -1.01725 -1.47828 0.028 0.099 0.034 0.101
H -2.77296 -2.63089 3.00458 -0.082 0.065 0.085 0.091
H -1.79717 -4.07910 3.29032 0.032 -0.119 0.084 0.095
H -2.26913 -3.63306 1.64347 -0.016 -0.071 -0.061 0.066
H 0.82854 -3.93088 2.75546 0.059 -0.090 0.081 0.099
H 0.11484 -3.92717 1.14241 -0.018 -0.071 -0.088 0.072
H 1.27359 -2.67737 1.58940 0.145 0.030 -0.015 0.092
H -0.14429 -2.53352 4.55656 -0.054 -0.047 -0.001 0.129
H -1.17054 -1.15581 4.13774 -0.045 -0.038 0.031 0.134
H 1.05012 -0.25621 4.53758 0.044 -0.080 -0.015 0.128
H 1.80720 -1.46753 3.52068 0.030 0.000 0.071 0.126
```
Positions in Å, forces in eV/Å.

**ΔE to the lowest compared entry with this formula, charge and spin**: 0.00 kJ/mol
**SMILES string**: CCCc1cc(=O)oc2c3c(cc(OCC(=O)NC[C@H]4CC[C@H](C(=O)O)CC4)c12)OC(C)(C)CC3
**Total charge**: 0
**Electronic energy**: -1631.3884 Ha
**HOMO-LUMO gap**: 8.6 eV
**Multiplicity**: 1
**HOMO**: -8.4 eV